(1)
{"formula": "C24H22ClF7N5O7PdS2", "method": "wB97M-V/def2-TZVPD", "symbols": ["Cl", "H", "C", "H", "H", "N", "C", "N", "H", "H", "F", "H", "C", "C", "C", "O", "H", "C", "H", "H", "N", "O", "C", "H", "C", "H", "C", "F", "H", "H", "C", "C", "F", "O", "C", "C", "O", "Pd", "H", "F", "H", "H", "O", "C", "H", "F", "S", "O", "C", "H", "C", "C", "C", "F", "H", "C", "H", "H", "O", "C", "S", "N", "H", "F", "C", "N", "C", "C", "C"], "coordinates": [[5.331405, 1.449891, -0.608273], [-8.381331, 2.698611, -0.802280], [-5.559457, 0.187446, -1.683239], [-8.337873, -0.791391, -2.235949], [4.137635, -2.645339, 1.717597], [-9.664613, 1.865295, -3.795022], [4.733389, -0.850361, 0.691763], [-4.103301, 3.795193, -0.157919], [1.740283, -2.015595, 1.734794], [-3.648262, -0.605762, -1.206431], [-1.624741, 1.126500, 3.876932], [-7.580255, -0.184132, -3.706000], [-2.809057, 3.820583, 0.246818], [-2.415943, 1.508356, -0.229408], [-4.854034, 5.013255, 0.135568], [-0.668796, -1.388382, 1.794185], [-6.102874, 5.191747, -1.703822], [-1.091846, -4.560929, 2.253457], [5.789690, -1.079278, 0.662255], [-5.774032, 6.752821, -0.850638], [-0.812581, -2.535887, 4.058894], [0.383724, 2.181032, 0.211233], [-3.783383, 1.478685, -0.728261], [-10.434927, 0.251005, -2.723879], [3.820629, -1.711843, 1.275738], [-4.206304, 5.687176, 0.673553], [-9.636269, 0.405579, -3.446213], [-1.609443, -4.242910, 1.070420], [-6.527305, 3.373894, -1.295693], [-6.531312, 5.754386, 1.350332], [-5.906184, 2.500463, -1.217774], [-4.609611, 2.612340, -0.692617], [-2.896665, -0.021357, 2.568833], [-3.063405, -2.953806, 2.989558], [2.907082, 0.619689, 0.201221], [-8.782766, 1.976336, -1.506119], [-1.751007, 0.451787, -0.175885], [-0.028123, 0.471917, 1.092035], [-10.476942, 2.095460, -4.366468], [-2.773344, -0.529643, 4.667502], [-6.875512, 4.174563, 0.540957], [-10.663742, 2.854291, -2.211043], [-0.327756, 3.867198, 1.507383], [-5.835900, 5.676630, -0.776185], [-9.854602, -0.178420, -4.336615], [0.219284, -4.300633, 2.222329], [-0.622935, -1.234665, 3.272181], [-2.130839, -4.519530, 4.682175], [2.483484, -1.363382, 1.297974], [-9.206103, 3.669344, -2.819246], [4.257895, 0.327617, 0.141842], [-9.636525, 2.709892, -2.540236], [-2.085359, -0.099795, 3.625161], [-1.264062, -5.860474, 2.461103], [2.509489, 1.540334, -0.203790], [-6.290386, 5.080153, 0.541207], [-8.829559, 2.079620, -4.342900], [-2.456693, 4.755349, 0.661871], [0.522437, -0.492193, 3.715930], [-6.411790, 1.303674, -1.698220], [-1.946533, -3.594618, 3.619616], [2.040404, -0.223063, 0.763831], [-9.393480, 1.280826, -0.918320], [-6.005095, -1.009660, -2.118715], [-8.247981, 0.080875, -2.887512], [-7.726861, 1.271713, -2.215996], [-1.942298, 2.778592, 0.192343], [-4.282146, 0.271250, -1.221747], [-0.535071, 2.988005, 0.704476]], "forces_ev_per_angstrom": [[0.01, 0.01, -0.01], [0.02, -0.01, -0.03], [0.00, -0.04, 0.04], [-0.03, 0.01, 0.03], [0.00, 0.00, 0.00], [0.01, 0.01, 0.00], [-0.03, 0.00, 0.01], [0.05, -0.01, 0.08], [0.04, 0.05, 0.03], [0.00, 0.00, 0.00], [-0.02, -0.02, -0.02], [0.01, -0.03, 0.03], [-0.08, 0.05, 0.00], [-0.02, 0.15, -0.12], [0.00, 0.02, -0.06], [0.24, 0.37, -0.14], [0.00, 0.01, 0.03], [-0.03, -0.01, 0.03], [0.00, 0.00, 0.00], [0.00, 0.00, -0.01], [-0.22, -0.18, -0.18], [0.07, -0.16, 0.43], [-0.01, -0.03, -0.04], [0.00, -0.03, -0.01], [0.01, 0.00, -0.05], [-0.01, 0.02, -0.02], [0.00, 0.00, -0.01], [0.02, 0.00, -0.01], [-0.02, -0.02, 0.02], [0.01, -0.01, 0.00], [0.05, 0.07, 0.01], [0.00, -0.02, -0.05], [-0.03, 0.01, -0.05], [-0.03, -0.04, -0.02], [-0.01, 0.03, -0.10], [-0.03, -0.02, 0.06], [-0.10, 0.08, 0.64], [0.03, -1.12, -2.13], [0.00, 0.00, 0.00], [0.06, 0.06, 0.05], [-0.02, -0.03, -0.02], [0.00, -0.02, 0.00], [0.02, 0.20, -0.25], [0.00, 0.02, 0.00], [0.01, 0.02, -0.02], [-0.03, -0.08, 0.01], [0.33, 0.34, 0.69], [0.00, -0.04, 0.01], [-0.11, -0.16, -0.07], [-0.01, 0.01, 0.02], [0.00, -0.03, -0.02], [0.00, 0.00, 0.01], [-0.06, -0.07, 0.03], [0.02, 0.05, -0.04], [0.00, 0.01, 0.05], [0.02, -0.02, -0.01], [0.00, -0.01, -0.01], [0.01, -0.01, 0.01], [-0.17, -0.09, 0.10], [0.07, 0.01, -0.04], [0.10, 0.02, 0.01], [-0.07, 0.46, 0.76], [-0.01, 0.01, 0.00], [-0.01, 0.01, 0.00], [0.03, 0.01, -0.07], [-0.09, 0.03, 0.01], [-0.02, -0.17, 0.11], [0.01, 0.02, 0.01], [0.04, 0.32, 0.27]], "energy_ev": -103713.934, "charge": 1, "homo_lumo_gap_ev": 7.694, "fmax_ev_per_a": 2.41, "relative_energy_ev": 0.283}



(2)
{"formula": "C24H22F3N2O4", "method": "wB97M-V/def2-TZVPD", "symbols": ["C", "C", "N", "C", "H", "C", "H", "C", "H", "C", "C", "C", "F", "H", "C", "H", "C", "H", "H", "F", "C", "H", "C", "H", "H", "O", "C", "H", "C", "C", "C", "O", "H", "H", "H", "C", "C", "H", "C", "F", "H", "C", "O", "H", "C", "H", "N", "C", "H", "H", "H", "C", "C", "H", "O"], "coordinates": [[-3.341923, 2.207623, 0.007416], [2.169190, -0.559617, -3.123493], [-1.918966, 2.013742, -3.468013], [-1.073310, 1.276811, -3.101856], [1.338456, -1.918417, 5.025700], [3.524242, -0.335562, -3.286753], [-4.013373, -0.331912, -0.833291], [1.766497, 1.842822, -3.192631], [-0.476889, -0.624555, -2.358139], [-0.124435, 0.354949, -2.677045], [1.749428, 0.003164, 2.307223], [-2.512917, 1.085320, 0.553694], [6.145981, 0.230507, -4.057570], [3.512746, 3.074672, -3.400826], [3.996358, 0.975842, -3.354636], [4.437076, -2.739878, 3.189226], [-5.055519, -0.196595, -0.521932], [3.083240, -2.272421, 5.227114], [1.080914, 2.692051, -3.198907], [5.773360, 2.396068, -4.056232], [5.473085, 1.228621, -3.412726], [3.623808, -2.666109, 1.597854], [-3.136642, 0.352537, 1.708054], [0.290318, -3.062535, 1.917863], [-1.317122, -1.684418, 0.625129], [-2.527283, -0.215596, 2.586455], [1.249375, 0.528302, -3.007466], [-0.849369, 1.724834, -0.528284], [-1.199557, 0.992078, 0.193384], [0.445108, -1.987047, 1.815945], [0.926404, 0.741175, 1.473039], [-4.506139, 0.417098, 1.784888], [-5.645880, 0.135811, -1.384047], [1.103797, 1.806826, 1.303402], [4.224961, -1.163537, -3.360872], [-0.231882, 0.163108, 0.900285], [-5.199685, 0.828987, 0.587445], [-7.061079, 0.023562, 1.313746], [3.498419, -2.935877, 2.651512], [6.014602, 1.324470, -2.153676], [-7.244109, 1.326439, 0.109661], [-6.671241, 0.989097, 0.977876], [-2.860513, 3.183040, -0.522659], [-6.773950, 1.718196, 1.785390], [1.540940, -1.389073, 2.481321], [-5.459062, -1.153444, -0.170126], [2.429301, -2.159252, 3.249571], [2.183140, -2.496714, 4.636637], [2.585261, 0.465796, 2.837383], [1.968740, -3.572089, 4.742570], [1.790107, -1.584041, -3.092787], [3.127414, 2.062213, -3.322479], [-0.439100, -1.221655, 1.075854], [3.290652, -4.014813, 2.726304], [-4.702996, 2.119411, 0.194482]], "forces_ev_per_angstrom": [[0.76, 0.88, -0.93], [-0.04, 0.09, 0.15], [1.29, -0.99, 0.59], [-1.74, 1.06, -0.57], [0.19, -0.13, -0.06], [-0.42, 0.22, 0.12], [-0.28, 0.03, 0.02], [0.48, 0.08, -0.10], [0.01, 0.12, -0.23], [0.44, -0.69, -0.22], [0.12, -1.03, 0.17], [0.07, -0.02, 0.24], [0.01, 0.55, 0.42], [-0.04, -0.14, -0.02], [1.15, 0.05, -0.21], [0.00, -0.08, -0.15], [0.01, -0.13, -0.18], [-0.17, -0.05, 0.11], [0.13, -0.27, 0.10], [0.19, -0.58, 0.41], [-0.78, -0.10, -0.03], [-0.01, -0.05, 0.23], [0.63, -0.45, 0.39], [0.04, 0.27, 0.00], [0.24, 0.09, 0.07], [-0.85, 0.55, -0.58], [-0.15, 0.18, 0.24], [0.00, -0.14, 0.00], [-1.11, 0.88, 0.84], [0.50, 0.28, 0.36], [-1.02, 0.19, -0.34], [0.25, -0.01, -0.51], [0.21, -0.07, 0.14], [0.03, -0.34, 0.11], [-0.15, 0.09, 0.00], [1.05, -1.19, 0.32], [-0.10, 0.30, 0.38], [0.10, 0.15, -0.05], [-0.38, 0.30, -0.02], [0.22, 0.01, -0.70], [0.12, -0.03, 0.12], [0.41, 0.14, -0.01], [-0.89, -0.97, 0.75], [0.07, -0.08, -0.12], [-0.81, 0.66, -0.90], [0.13, 0.17, -0.07], [0.74, -0.18, 0.57], [-0.10, 0.21, -0.45], [-0.20, -0.12, -0.29], [-0.08, 0.06, 0.15], [0.06, 0.31, 0.08], [-0.73, -0.19, -0.05], [0.09, 0.59, -0.20], [0.07, 0.00, -0.11], [0.22, -0.49, 0.01]], "energy_ev": -44568.810, "charge": -1, "homo_lumo_gap_ev": 5.181, "fmax_ev_per_a": 2.11}



(3)
{"formula": "C24H22F5N3O3Pd", "method": "wB97M-V/def2-TZVPD", "symbols": ["H", "C", "C", "C", "C", "F", "C", "C", "H", "C", "F", "C", "C", "C", "H", "C", "H", "Pd", "H", "H", "H", "H", "H", "C", "H", "H", "H", "C", "H", "O", "C", "O", "H", "C", "C", "H", "F", "C", "C", "C", "F", "H", "C", "H", "O", "H", "H", "C", "H", "C", "N", "N", "H", "C", "N", "C", "H", "F"], "coordinates": [[3.051519, -2.760026, 1.894661], [1.169352, 1.357283, -5.767314], [-1.105199, -0.169302, -2.551506], [0.515050, 0.362610, -0.884398], [-1.992184, -0.752452, -5.162228], [-1.496693, 1.792309, 2.428329], [-2.427465, -0.119923, 5.347716], [-0.049460, -1.657697, 4.401955], [0.275643, -2.817157, 2.630939], [-3.291835, 2.029077, 3.901219], [-4.190534, 0.191924, 6.839581], [2.578065, 1.454030, -1.696769], [1.322191, 0.897762, -1.984935], [-2.177613, 1.326604, 3.510952], [0.680300, -0.744327, -5.814671], [-0.953534, 0.336587, -4.946943], [0.488378, -1.422502, 5.328598], [0.203833, -0.036118, 2.049027], [2.239872, -0.276370, 4.447696], [2.972689, -1.209149, 1.016174], [0.680287, 2.304539, -6.015231], [-2.065370, -0.611402, -2.769324], [3.301685, 0.006035, 3.063162], [-1.790626, -0.816409, -0.297408], [3.522776, 2.329815, -4.817988], [-1.592625, -1.731099, -4.891767], [-2.253051, -0.767994, -6.219949], [3.327063, 1.954489, -2.717262], [-0.241570, 0.236607, -6.954621], [-2.681755, -1.448093, -0.866652], [0.181394, 0.220183, -5.950216], [-1.664808, -0.633229, 0.944443], [2.018820, 1.252364, -6.442616], [-4.021315, 1.671648, 5.018551], [-1.689087, 0.197552, 4.193999], [-0.833863, -2.368963, 4.664838], [-3.662246, 3.089903, 3.169312], [-3.549864, 0.587925, 5.727355], [1.658675, 1.398068, -4.345656], [-0.742042, -0.177990, -1.228021], [-2.031583, -1.139063, 6.146137], [3.410700, -1.529547, 3.957410], [0.861501, 0.872152, -3.305840], [-4.906316, 2.209271, 5.320436], [1.037199, 0.425092, 0.266398], [-2.909531, -0.585373, -4.602410], [1.642127, -2.366224, 0.876972], [2.887367, 1.929556, -4.038099], [1.509425, -3.076284, 3.890835], [2.729309, -0.747553, 3.599825], [-0.577253, -0.457618, 3.770867], [-0.386929, 0.313914, -3.570069], [-1.429559, 1.314478, -5.079287], [2.390875, -1.955528, 1.551274], [1.723893, -1.326956, 2.699126], [0.873374, -2.328015, 3.399726], [2.925088, 1.480981, -0.674766], [4.535463, 2.489606, -2.461562]], "forces_ev_per_angstrom": [[0.01, 0.01, 0.00], [0.01, 0.00, 0.02], [-0.01, -0.01, 0.02], [0.09, 0.07, 0.03], [0.02, 0.00, 0.01], [0.00, -0.04, 0.09], [-0.09, 0.00, 0.05], [-0.03, 0.08, -0.03], [0.01, -0.01, 0.00], [0.00, -0.10, 0.07], [-0.02, 0.01, 0.00], [-0.02, -0.02, 0.06], [-0.04, -0.02, 0.00], [0.10, 0.14, -0.17], [-0.01, 0.00, -0.02], [-0.01, 0.02, 0.03], [-0.01, -0.02, 0.00], [-0.79, -0.53, -0.89], [-0.02, 0.01, 0.00], [0.00, 0.02, 0.00], [0.01, 0.01, 0.00], [0.00, 0.00, -0.01], [-0.01, 0.00, -0.02], [0.08, 0.00, -0.20], [0.01, 0.00, 0.01], [-0.01, 0.00, -0.01], [-0.01, 0.00, 0.00], [0.01, 0.01, -0.04], [0.00, -0.01, 0.00], [0.01, 0.05, 0.09], [0.02, -0.03, 0.00], [0.23, 0.32, 0.44], [0.00, 0.01, -0.01], [-0.03, 0.04, -0.02], [0.10, -0.16, 0.12], [0.05, -0.03, -0.03], [-0.02, 0.02, 0.01], [0.05, -0.05, 0.03], [-0.05, -0.01, -0.03], [-0.05, -0.02, -0.04], [-0.05, 0.01, 0.05], [-0.01, 0.01, 0.01], [-0.04, 0.00, -0.06], [0.00, 0.00, 0.00], [0.30, 0.08, -0.08], [-0.01, 0.00, 0.00], [0.00, 0.01, 0.00], [0.01, 0.01, 0.01], [0.00, 0.00, -0.03], [0.00, -0.01, 0.06], [-0.05, 0.14, 0.20], [0.01, 0.01, -0.02], [0.01, 0.01, 0.02], [0.03, -0.05, 0.03], [0.12, 0.05, 0.14], [0.07, 0.01, 0.11], [0.01, 0.01, 0.00], [0.00, 0.00, 0.00]], "energy_ev": -52924.895, "homo_lumo_gap_ev": 6.840, "fmax_ev_per_a": 1.30, "relative_energy_ev": 0.723}



(4)
{"formula": "C24H22F6FeN4OS2", "method": "wB97M-V/def2-TZVPD", "symbols": ["H", "C", "N", "C", "F", "C", "H", "F", "S", "H", "C", "Fe", "C", "C", "H", "H", "C", "F", "F", "H", "H", "F", "N", "N", "C", "C", "S", "H", "H", "H", "C", "C", "H", "C", "C", "N", "H", "H", "H", "C", "C", "C", "H", "H", "O", "H", "F", "C", "C", "H", "H", "C", "C", "C", "H", "H", "C", "C", "H", "C"], "coordinates": [[6.438364, -0.861414, 0.815628], [1.778892, 1.759115, -1.365375], [1.372819, 0.522946, -1.453507], [5.357548, -0.901424, 0.833472], [-1.489862, -1.277695, 3.805687], [3.248469, -0.679597, -0.323311], [5.250424, -1.457042, 2.901875], [-0.439658, -1.973550, 2.046998], [-1.016940, -4.584423, -0.970335], [1.618135, -3.297805, -2.516738], [-0.960566, 0.330367, 2.127443], [-0.607448, 0.359493, -0.976904], [-0.151837, 4.746644, -1.039367], [-1.070548, 3.704833, -1.088851], [-3.401231, -4.106589, -0.823329], [-4.984739, -2.466878, -1.097088], [3.303234, -1.266496, 2.017242], [-3.216193, 1.049989, 1.692037], [-2.450646, 1.343922, 3.692087], [-4.273248, 2.750762, -0.768068], [5.164253, -0.368306, -1.233702], [-1.719405, 2.558395, 2.052097], [-0.466442, 2.490154, -1.203469], [-2.753129, 0.014224, -1.364305], [-1.376575, -1.115053, 2.488657], [-2.109964, 1.329504, 2.402625], [-5.292683, -0.059729, -1.324062], [2.780436, -1.524422, 2.929952], [-2.786571, 2.536774, -1.712110], [2.842981, 1.985175, -1.411158], [0.879119, 2.798143, -1.211155], [1.107445, 4.166433, -1.121147], [0.995067, -0.070653, 2.933529], [-3.826256, 0.780722, -1.439900], [-3.819333, 2.244741, -1.620059], [-0.775984, -2.069040, -1.315558], [0.694530, 1.621500, 2.517855], [-2.131495, 3.858086, -1.032912], [-0.397098, 5.792984, -0.968115], [4.637043, -0.624263, -0.321759], [1.371229, -3.447065, -1.464813], [-3.127699, -1.313584, -1.239775], [1.987195, -2.810401, -0.839194], [2.071572, 4.649477, -1.110733], [-0.684540, 0.384162, 0.767515], [-0.026010, 0.922932, 3.986238], [-2.535280, -1.478481, 1.926201], [-2.431639, -3.663892, -0.966762], [2.495177, -0.419225, -1.606210], [1.606404, -4.481943, -1.222030], [2.107539, -1.336484, -2.033946], [0.256005, 0.726638, 2.954396], [-2.122260, -2.360745, -1.162073], [4.692394, -1.233506, 2.002704], [-4.355526, 2.535001, -2.523236], [3.196360, -0.015739, -2.339110], [-4.461341, -1.532114, -1.191115], [2.587707, -0.983731, 0.864921], [1.504532, -0.983242, 0.897243], [-0.082724, -3.198614, -1.255094]], "forces_ev_per_angstrom": [[0.00, 0.01, 0.00], [0.14, 0.05, 0.06], [0.40, -0.23, -0.09], [-0.02, -0.02, -0.04], [-0.01, 0.01, 0.02], [0.01, 0.04, 0.04], [0.00, 0.00, 0.00], [0.02, 0.00, -0.01], [-0.05, -0.19, -0.03], [0.08, 0.05, 0.02], [-0.02, 0.11, -0.20], [-0.15, 0.57, -0.49], [0.23, 0.06, -0.02], [0.13, -0.20, 0.17], [-0.02, 0.01, 0.03], [0.01, -0.02, 0.00], [0.08, -0.04, -0.02], [0.04, 0.01, -0.08], [-0.01, 0.00, 0.00], [0.03, 0.01, 0.03], [0.00, -0.01, 0.00], [0.02, 0.04, 0.04], [-0.43, 0.44, -0.03], [-0.08, -0.25, -0.19], [-0.01, 0.05, -0.02], [-0.02, -0.06, -0.04], [-0.12, 0.01, -0.02], [0.00, 0.01, 0.01], [-0.21, -0.05, -0.25], [0.00, -0.04, -0.01], [0.03, -0.17, -0.18], [-0.10, 0.25, 0.08], [-0.03, 0.05, 0.00], [0.11, -0.01, 0.05], [0.11, -0.02, -0.09], [-0.06, -0.18, 0.11], [-0.02, 0.02, 0.02], [0.12, -0.02, 0.15], [0.01, 0.00, 0.02], [0.05, -0.07, 0.00], [0.05, 0.06, 0.00], [0.12, 0.06, 0.14], [0.04, -0.07, 0.07], [-0.01, 0.01, -0.02], [-0.16, -0.50, 1.11], [0.02, -0.01, 0.01], [-0.02, -0.02, -0.09], [-0.05, -0.10, 0.06], [-0.16, -0.08, -0.10], [-0.03, -0.01, 0.01], [0.02, 0.13, -0.02], [0.05, 0.04, 0.00], [0.04, 0.13, -0.02], [-0.04, 0.02, 0.01], [-0.02, -0.02, 0.00], [-0.05, 0.02, -0.06], [-0.09, -0.01, -0.02], [-0.06, 0.00, -0.05], [0.01, -0.07, -0.07], [0.05, 0.23, 0.03]], "energy_ev": -105611.685, "multiplicity": 6, "charge": 1, "homo_lumo_gap_ev": [8.239, 6.530], "fmax_ev_per_a": 1.22, "relative_energy_ev": 0.182}